Record 1
C5H9N2 | ωB97M-V/def2-TZVPD

Each line ends with the Löwdin charge.
Atoms and positions in Å:
C  -3.295  0.083  -0.341  0.289
C  -1.350  -0.942  -0.068  -0.077
C  -0.165  1.701  0.318  -0.019
C  0.685  -2.124  0.116  0.040
C  0.651  0.363  0.006  -0.103
N  -2.169  -0.066  -0.019  0.071
N  -0.135  -0.901  -0.029  -0.068
H  -3.896  0.940  -0.516  0.109
H  0.400  2.526  0.326  0.045
H  -0.867  1.784  -0.443  0.046
H  -0.699  1.636  1.280  0.100
H  1.424  -1.946  0.867  0.096
H  1.248  -2.351  -0.804  0.125
H  0.086  -2.910  0.406  0.077
H  1.584  0.249  0.586  0.131
H  1.083  0.587  -0.986  0.137

HOMO level (alpha / beta) = -13.79 / -13.79 eV
Net charge = +1
Kohn-Sham gap (alpha / beta) = 0.3059 / 0.3057 Eh
Max |F| = 0.123 Eh/bohr

---

Record 2
C5H9N2 | ωB97M-V/def2-TZVPD

Each line ends with the Löwdin charge.
Atoms and positions in Å:
C  1.602  0.446  0.716  -0.258
C  1.186  1.255  1.658  0.076
C  -0.281  -0.164  -1.005  -0.037
C  1.580  0.073  -0.690  -0.111
C  -1.623  0.088  -0.317  -0.080
N  2.101  -0.771  0.202  0.136
N  -2.459  -0.859  0.020  0.154
H  1.403  1.157  2.760  0.101
H  0.792  2.139  1.381  0.024
H  -0.230  0.725  -1.636  0.099
H  -0.426  -1.198  -1.404  0.102
H  1.809  0.445  -1.682  0.141
H  -1.768  1.121  -0.156  0.124
H  -3.490  -0.823  0.048  0.154
H  1.960  -1.755  0.460  0.170
H  -2.155  -1.878  -0.354  0.206

HOMO level = -13.16 eV
Net charge = +1
Kohn-Sham gap = 0.3047 Eh
Max |F| = 0.084 Eh/bohr

---

Record 3
C5H9N2 | ωB97M-V/def2-TZVPD

Each line ends with the Löwdin charge.
Atoms and positions in Å:
C  -0.787  1.264  1.284  0.164
C  1.415  -1.015  -0.843  -0.272
C  -0.347  1.158  2.466  0.180
C  -1.238  1.093  -0.033  -0.104
C  -0.193  0.651  -1.103  -0.196
N  0.207  -0.674  -1.022  -0.085
N  1.821  -2.245  -0.799  0.068
H  0.083  2.005  2.886  0.110
H  -0.787  0.443  3.171  0.155
H  -2.181  0.435  -0.147  0.213
H  -1.455  2.012  -0.383  0.104
H  -0.656  0.828  -2.143  0.165
H  0.782  1.170  -0.914  0.134
H  -0.447  -1.400  -1.273  0.148
H  2.642  -2.658  -0.404  0.090
H  1.141  -3.067  -0.744  0.126

HOMO level (alpha / beta) = -11.25 / -11.25 eV
Net charge = +1
Kohn-Sham gap (alpha / beta) = 0.1579 / 0.1580 Eh
Max |F| = 0.109 Eh/bohr

---

Record 4
C5H9N2 | ωB97M-V/def2-TZVPD

Each line ends with the Löwdin charge.
Atoms and positions in Å:
C  -0.333  0.116  0.752  0.114
C  -0.760  -1.710  -1.278  -0.028
C  -1.104  -0.315  -1.820  -0.014
C  -0.503  -0.545  -0.510  -0.169
C  2.115  0.763  0.302  -0.008
N  0.831  0.223  0.325  0.062
N  -0.999  0.905  2.825  0.171
H  -1.624  -2.255  -0.949  0.124
H  0.056  -2.345  -1.757  0.165
H  -0.413  -0.043  -2.529  0.092
H  -2.143  -0.022  -2.092  0.149
H  2.788  0.068  0.864  0.130
H  2.434  0.987  -0.702  0.108
H  2.107  1.621  1.020  0.127
H  -1.990  0.827  2.719  0.001
H  -0.464  1.726  2.831  -0.022

HOMO level (alpha / beta) = -13.99 / -14.73 eV
Net charge = +1
Kohn-Sham gap (alpha / beta) = 0.3358 / 0.3291 Eh
Max |F| = 0.091 Eh/bohr

---

Record 5
C5H9N2O | ωB97M-V/def2-TZVPD

Each line ends with the Löwdin spin population.
Atoms and positions in Å:
C  -1.553  -0.628  -0.343  0.158
C  1.462  -1.239  0.840  0.022
C  0.348  0.774  -1.412  0.062
C  0.540  -0.013  1.003  0.044
C  -0.342  0.252  -0.186  0.466
N  -1.701  -1.688  -0.879  0.662
N  -1.838  1.437  0.582  0.312
O  -2.586  0.257  0.345  0.193
H  2.500  -0.987  1.059  0.005
H  1.407  -1.626  -0.173  0.003
H  1.156  -2.039  1.510  0.002
H  0.862  1.709  -1.176  0.014
H  1.091  0.061  -1.783  0.025
H  -0.369  0.955  -2.212  0.001
H  -0.103  -0.154  1.874  0.003
H  1.142  0.885  1.183  0.014
H  -2.014  2.044  -0.233  0.013

HOMO level (alpha / beta) = -0.35 / -3.07 eV
Net charge = -1
Kohn-Sham gap (alpha / beta) = 0.1654 / 0.2331 Eh
2S+1 = 3
Max |F| = 0.097 Eh/bohr

---

Record 6
C5H9N2O | ωB97M-V/def2-TZVPD

Each line ends with the Löwdin charge.
Atoms and positions in Å:
C  1.792  0.487  -0.028  0.081
C  0.666  -0.100  -0.280  -0.361
C  0.430  -1.643  -0.402  -0.016
N  -0.609  0.582  -0.277  0.098
C  -1.107  1.503  0.460  -0.057
N  -0.813  1.505  1.762  0.123
C  -0.157  0.454  2.327  -0.335
O  -0.669  -0.305  3.067  0.175
H  2.725  -0.094  -0.041  0.120
H  1.887  1.506  0.016  0.069
H  -0.620  -1.805  -0.110  0.075
H  1.098  -2.254  0.346  0.130
H  0.649  -2.088  -1.405  0.095
H  -1.153  0.377  -1.221  0.245
H  -1.761  2.264  0.139  0.160
H  -1.504  2.101  2.365  0.240
H  0.972  0.414  2.023  0.158

SMILES string = C=C(C)/[NH+]=C\NC=O
HOMO level = -14.25 eV
Net charge = +1
Kohn-Sham gap = 0.3446 Eh
Max |F| = 0.112 Eh/bohr

---

Record 7
C5H9N2O | ωB97M-V/def2-TZVPD

Each line ends with the Löwdin charge.
Atoms and positions in Å:
N  2.215  -1.104  0.167  0.220
C  0.944  -0.301  0.076  -0.059
C  0.919  1.050  -0.155  -0.068
C  -0.187  1.855  -0.461  -0.117
C  -1.441  1.591  -0.068  -0.154
N  -1.738  0.444  0.530  0.089
C  -1.891  -0.673  -0.100  -0.237
O  -2.007  -1.862  0.505  0.108
H  2.981  -0.699  0.661  0.162
H  2.598  -1.402  -0.734  0.183
H  1.950  -1.873  0.654  0.114
H  0.080  -0.979  0.062  0.082
H  1.924  1.567  -0.242  0.143
H  -0.070  2.911  -0.791  0.126
H  -2.388  2.196  -0.347  0.169
H  -1.981  -0.850  -1.161  0.162
H  -1.907  -1.872  1.403  0.075

SMILES string = [NH3+]/C=C/C=C\N=C\O
HOMO level = -12.50 eV
Net charge = +1
Kohn-Sham gap = 0.3245 Eh
Max |F| = 0.086 Eh/bohr

---

Record 8
C5H9N2O4P | ωB97M-V/def2-TZVPD

Each line ends with the Löwdin charge.
Atoms and positions in Å:
C  -2.147  0.371  1.545  -0.103
C  -1.036  1.047  1.341  -0.309
C  -0.721  -0.928  -0.572  -0.086
C  0.229  1.818  -1.712  -0.101
C  1.809  -2.015  -0.649  -0.137
N  -1.817  -1.188  -0.137  -0.058
N  -2.538  -0.774  0.873  -0.039
O  1.629  -0.093  1.375  -0.142
O  -0.262  1.882  1.742  0.020
O  0.850  1.674  -0.448  -0.272
O  1.715  -0.619  -0.937  -0.309
P  0.725  0.171  0.070  0.639
H  -2.850  0.903  2.096  0.105
H  0.753  1.064  -2.330  0.098
H  0.134  2.891  -1.906  0.108
H  -0.774  1.460  -1.606  0.059
H  2.571  -2.273  0.132  0.093
H  2.063  -2.511  -1.537  0.070
H  0.861  -2.347  -0.063  0.092
H  -3.372  -1.254  1.119  0.139
H  2.179  0.720  1.605  0.135

HOMO level (alpha / beta) = -7.51 / -7.51 eV
Net charge = 0
Kohn-Sham gap (alpha / beta) = 0.2847 / 0.2847 Eh
Max |F| = 0.066 Eh/bohr

---

- Number 5 is which compound?
  C5H9N2O

---

- Look up the net charge of the sixth one.
  +1